Record 1
{
  "formula": "C12H17NO4S2",
  "method": "wB97M-V/def2-TZVPD",
  "elements": ["S", "S", "O", "O", "O", "O", "N", "C", "C", "C", "C", "C", "C", "C", "C", "C", "C", "C", "C", "H", "H", "H", "H", "H", "H", "H", "H", "H", "H", "H", "H", "H", "H", "H", "H", "H"],
  "xyz": [[-0.31, 0.44, 0.06], [-0.66, 2.16, -2.59], [2.74, -1.28, 1.31], [1.03, 1.02, -0.18], [1.28, -0.39, 2.42], [-1.03, 0.87, 1.33], [-0.88, -1.24, -0.22], [1.69, -1.35, 1.62], [-0.48, -1.71, -1.44], [-0.74, -1.87, 0.96], [1.32, -3.22, -0.43], [-2.83, 1.36, -1.12], [0.81, -2.48, 1.04], [2.84, 0.18, 3.92], [0.90, -2.23, -1.24], [1.85, 0.63, 2.73], [-2.20, 2.63, -3.00], [-3.25, 2.28, -2.28], [-1.30, 1.37, -1.21], [1.26, -2.70, -2.43], [-1.06, -1.39, 1.82], [3.51, 1.18, 4.31], [-1.19, -2.38, -1.64], [1.64, -1.31, -1.04], [3.58, -0.69, 3.41], [-3.49, 0.75, -0.42], [2.45, -0.22, 4.82], [-1.30, -2.73, 0.79], [0.48, -3.98, -0.48], [2.20, -3.28, -0.03], [-0.49, -0.89, -2.27], [0.81, -3.25, 1.88], [-4.14, 2.30, -2.63], [-2.29, 3.13, -3.93], [1.11, 1.27, 3.02], [2.43, 1.01, 1.91]],
  "e_lumo_ha": 0.01054,
  "energy_ev": -44059.0851,
  "gap_ev": 9.22,
  "smiles": "CCOC(=O)[C@@H]1CCCN(S(=O)(=O)c2cccs2)C1",
  "total_charge": 0
}

---

Record 2
{
  "formula": "C29H19F5N4O",
  "method": "wB97M-V/def2-TZVPD",
  "elements": ["F", "F", "F", "F", "F", "O", "N", "N", "N", "N", "C", "C", "C", "C", "C", "C", "C", "C", "C", "C", "C", "C", "C", "C", "C", "C", "C", "C", "C", "C", "C", "C", "C", "C", "C", "C", "C", "C", "C", "H", "H", "H", "H", "H", "H", "H", "H", "H", "H", "H", "H", "H", "H", "H", "H", "H", "H", "H"],
  "xyz": [[0.98, 2.56, 2.69], [2.86, -1.72, 3.41], [0.64, -2.46, 4.93], [-1.33, 1.79, 4.03], [-1.43, -0.68, 5.21], [2.00, 1.92, -0.90], [-5.89, -0.76, -6.02], [0.19, -3.06, -0.71], [3.06, 0.77, 2.32], [4.38, 1.56, 0.78], [1.98, 1.10, 0.06], [-3.65, -1.63, -3.46], [-2.70, -1.24, 1.95], [-0.18, -0.85, -2.10], [0.73, -1.20, 4.41], [-1.58, -1.04, 1.10], [1.90, 0.42, 3.06], [0.87, 1.33, 3.24], [-0.04, -2.12, -1.39], [-3.83, -0.45, 1.76], [-2.47, -1.70, -2.71], [-1.50, 0.03, -4.11], [-2.69, 0.80, 0.01], [4.95, 2.08, -0.46], [4.31, 0.94, 2.89], [-0.32, -0.30, 4.56], [-0.25, 0.18, -0.60], [-3.83, 0.55, 0.77], [3.12, 1.09, 1.01], [1.85, -0.83, 3.66], [-1.38, -0.84, -2.97], [-2.67, 0.09, -4.85], [-0.27, 0.97, 3.96], [0.91, 0.15, 0.23], [1.10, -0.48, -2.87], [-4.93, -0.75, -5.36], [-1.54, -0.02, 0.18], [5.13, 1.44, 1.94], [-3.75, -0.77, -4.56], [-4.74, 1.17, 0.65], [6.16, 1.73, 1.98], [5.55, 2.96, -0.20], [1.86, -1.25, -2.68], [-2.68, 1.62, -0.70], [-4.71, -0.63, 2.39], [0.91, -0.43, -3.95], [4.51, 0.73, 3.92], [-2.40, -2.47, -1.92], [4.15, 2.35, -1.14], [1.08, -0.71, 0.88], [5.61, 1.33, -0.90], [-0.64, 0.64, -4.43], [-2.64, -1.99, 2.75], [1.52, 0.49, -2.54], [-2.74, 0.76, -5.72], [-0.31, 0.89, -1.42], [-0.74, -1.75, 1.16], [-4.48, -2.33, -3.24]],
  "e_lumo_ha": -0.01622,
  "energy_ev": -51972.3921,
  "gap_ev": 6.69,
  "de_lowest_kj_mol": 0.0,
  "total_charge": 0
}

---

Record 3
{
  "formula": "C9H20FNO4PS2",
  "method": "wB97M-V/def2-TZVPD",
  "elements": ["S", "S", "P", "F", "O", "O", "O", "O", "N", "C", "C", "C", "C", "C", "C", "C", "C", "C", "H", "H", "H", "H", "H", "H", "H", "H", "H", "H", "H", "H", "H", "H", "H", "H", "H", "H", "H", "H"],
  "xyz": [[-0.29, 2.98, -1.41], [-0.98, -1.25, 1.81], [1.92, -5.06, -0.62], [-0.64, -5.37, -0.31], [-0.88, -2.24, 2.85], [-1.00, 3.80, -0.45], [-1.02, 2.33, -2.47], [-0.02, -1.13, 0.75], [3.08, -4.08, -1.11], [0.38, -4.32, -0.24], [-2.63, -1.25, 1.11], [1.05, 3.93, -2.14], [0.74, 1.78, -0.57], [-3.28, 0.07, 1.53], [-1.09, 0.37, 2.58], [-2.14, 1.08, 1.74], [2.34, 3.29, -1.64], [2.04, 1.81, -1.36], [-1.40, 0.25, 3.61], [2.66, 3.77, -0.71], [0.17, -3.63, -1.07], [-2.48, 2.00, 2.22], [1.73, -6.13, -1.56], [-3.16, -2.13, 1.47], [3.15, 3.41, -2.36], [3.85, -4.06, -0.45], [2.84, 1.32, -0.81], [1.91, 1.26, -2.30], [2.30, -5.81, 0.52], [-3.99, 0.42, 0.78], [-2.51, -1.32, 0.03], [-0.10, 0.82, 2.53], [0.94, 4.97, -1.84], [-1.71, 1.35, 0.77], [0.24, 0.81, -0.57], [0.94, 3.85, -3.22], [-3.83, -0.05, 2.47], [0.88, 2.14, 0.45]],
  "e_lumo_ha": 0.08524,
  "energy_ev": -53011.6919,
  "gap_ev": 4.65,
  "de_lowest_kj_mol": 0.0,
  "total_charge": -1
}

---

Record 4
{
  "formula": "C33H29N2PPtS4",
  "method": "wB97M-V/def2-TZVPD",
  "elements": ["Pt", "S", "S", "S", "S", "P", "N", "N", "C", "C", "C", "C", "C", "C", "C", "C", "C", "C", "C", "C", "C", "C", "C", "C", "C", "C", "C", "C", "C", "C", "C", "C", "C", "C", "C", "C", "C", "C", "C", "C", "C", "H", "H", "H", "H", "H", "H", "H", "H", "H", "H", "H", "H", "H", "H", "H", "H", "H", "H", "H", "H", "H", "H", "H", "H", "H", "H", "H", "H", "H"],
  "xyz": [[0.12, 0.43, 0.01], [-0.81, -3.15, 1.27], [-1.79, -1.33, -1.08], [-0.33, -4.07, -0.35], [-0.99, -2.86, -1.88], [1.87, 0.34, 1.58], [1.11, 0.69, -2.70], [1.36, 0.07, -1.66], [1.52, 3.12, 4.59], [3.28, -0.81, -2.95], [-0.55, 3.00, 3.37], [5.32, -2.12, -2.34], [4.35, -1.52, -3.26], [3.18, 1.06, 0.49], [-2.03, 2.14, -1.48], [2.22, -1.39, 3.76], [5.08, -2.56, -1.11], [-1.73, 2.70, -3.82], [-0.93, 1.26, 1.57], [4.25, -0.81, 2.58], [5.00, -1.59, 3.45], [2.55, -1.91, -0.88], [2.75, -0.54, -1.56], [4.60, 1.15, -1.44], [2.86, -0.72, 2.70], [0.75, -1.23, 4.04], [3.54, 0.54, -0.77], [3.85, 2.18, 0.98], [-0.83, 1.44, -1.46], [5.28, 2.24, -0.92], [-0.04, 1.99, 2.55], [0.22, 3.56, 4.37], [1.29, 1.61, 2.73], [2.05, 2.14, 3.77], [-0.11, 1.39, -2.66], [4.36, -2.29, 4.46], [-2.48, 2.76, -2.64], [3.79, -2.62, -0.35], [4.89, 2.77, 0.29], [-0.54, 2.01, -3.83], [2.98, -2.19, 4.60], [2.12, 3.55, 5.39], [0.37, -2.05, 4.63], [6.33, -2.23, -2.73], [0.08, 1.95, -4.72], [2.49, -2.73, 5.40], [4.00, -2.30, 0.67], [4.76, -0.28, 1.79], [5.38, 3.64, 0.70], [4.90, 0.77, -2.41], [-3.42, 3.30, -2.63], [5.93, -2.98, -0.56], [-2.09, 3.19, -4.72], [-0.20, 4.34, 5.00], [-2.65, 2.20, -0.59], [-1.58, 3.32, 3.23], [3.53, -3.68, -0.24], [3.55, 2.59, 1.93], [1.84, -1.82, -0.06], [3.06, 1.78, 3.93], [6.07, -1.64, 3.33], [4.93, -2.92, 5.13], [2.68, -0.40, -3.75], [2.06, -2.54, -1.63], [4.58, -1.63, -4.32], [-1.72, 1.94, 1.24], [-1.42, 0.44, 2.11], [6.09, 2.68, -1.48], [0.17, -1.17, 3.12], [0.58, -0.30, 4.59]],
  "e_lumo_ha": [-0.07167, -0.07166],
  "energy_ev": -93547.2387,
  "gap_ev": [5.39, 5.39],
  "de_lowest_kj_mol": 289.6,
  "total_charge": 0
}

---

Record 5
{
  "formula": "C21H43O16",
  "method": "wB97M-V/def2-TZVPD",
  "elements": ["O", "O", "O", "O", "O", "O", "O", "O", "O", "O", "O", "O", "O", "O", "O", "O", "C", "C", "C", "C", "C", "C", "C", "C", "C", "C", "C", "C", "C", "C", "C", "C", "C", "C", "C", "C", "C", "H", "H", "H", "H", "H", "H", "H", "H", "H", "H", "H", "H", "H", "H", "H", "H", "H", "H", "H", "H", "H", "H", "H", "H", "H", "H", "H", "H", "H", "H", "H", "H", "H", "H", "H", "H", "H", "H", "H", "H", "H", "H", "H"],
  "xyz": [[-0.94, 2.62, 3.03], [0.38, 2.83, 4.85], [-3.13, -4.76, 3.85], [7.70, 0.47, 0.52], [0.49, 1.01, 3.71], [2.79, -1.67, -5.29], [-1.90, -5.21, 1.99], [-5.29, 0.99, -1.54], [5.57, 0.68, -0.10], [-0.65, 0.90, -0.32], [-3.25, -3.42, 2.17], [6.85, 2.42, -0.19], [3.31, 0.34, -4.44], [4.28, -1.37, -3.61], [-4.23, 2.77, -0.68], [-6.45, 2.74, -1.13], [-6.39, 4.93, -2.06], [-4.08, 0.24, -1.69], [0.90, 0.69, -4.15], [-2.94, -6.05, 4.37], [2.14, 0.98, -4.98], [6.76, 1.13, 0.12], [5.18, -0.61, 0.39], [8.01, 3.11, 0.22], [-5.22, 2.23, -1.08], [-0.11, 2.19, 3.78], [4.51, -2.76, -3.58], [-6.61, 4.09, -0.78], [-0.66, -0.37, -0.86], [0.07, 0.10, 2.69], [-0.15, 4.10, 5.13], [0.31, -1.34, 3.09], [-2.67, -4.53, 2.61], [3.67, -0.62, 0.49], [-2.72, -2.84, 0.97], [-3.59, -3.17, -0.22], [3.39, -0.96, -4.54], [-7.18, 4.74, -2.79], [-0.16, 4.79, 4.29], [-0.96, 0.22, 2.34], [0.95, 0.87, -3.08], [8.83, 3.00, -0.50], [3.21, 0.03, 1.24], [0.38, -0.72, -1.02], [2.40, 2.03, -4.94], [-3.45, -4.22, -0.49], [0.38, -1.98, 2.21], [-4.62, -2.89, 0.03], [-3.33, 0.67, -2.35], [0.10, 1.33, -4.56], [-3.60, 0.17, -0.71], [8.38, 2.83, 1.20], [-6.37, 6.01, -1.87], [3.68, -3.26, -3.08], [-1.91, -6.23, 4.67], [5.44, -3.04, -3.10], [0.49, 4.51, 5.91], [-0.48, -1.66, 3.76], [3.31, -1.63, 0.70], [-7.61, 4.36, -0.44], [4.52, -3.18, -4.59], [-2.83, -1.77, 1.11], [-3.39, -2.57, -1.10], [-1.26, -1.09, -0.27], [1.93, 0.67, -6.01], [0.53, -0.33, -4.21], [-1.16, -0.35, -1.86], [-1.17, 4.05, 5.53], [-5.41, 4.66, -2.45], [-3.56, -6.22, 5.25], [-1.67, -3.03, 0.76], [0.56, 0.30, 1.73], [-5.94, 4.39, 0.03], [7.73, 4.16, 0.19], [3.14, -0.36, -0.43], [1.27, -1.51, 3.59], [5.57, -1.36, -0.29], [-4.35, -0.70, -2.16], [-3.30, -6.79, 3.65], [5.58, -0.78, 1.39]],
  "e_lumo_ha": 0.09379,
  "energy_ev": -55233.7484,
  "gap_ev": 5.26,
  "de_lowest_kj_mol": 0.0,
  "total_charge": -1
}

---

Record 6
{
  "formula": "C39H64BO29S",
  "method": "wB97M-V/def2-TZVPD",
  "elements": ["S", "O", "O", "O", "O", "O", "O", "O", "O", "O", "O", "O", "O", "O", "O", "O", "O", "O", "O", "O", "O", "O", "O", "O", "O", "O", "O", "O", "O", "O", "C", "C", "C", "C", "C", "C", "C", "C", "C", "C", "C", "C", "C", "C", "C", "C", "C", "C", "C", "C", "C", "C", "C", "C", "C", "C", "C", "C", "C", "C", "C", "C", "C", "C", "C", "C", "C", "C", "C", "B", "H", "H", "H", "H", "H", "H", "H", "H", "H", "H", "H", "H", "H", "H", "H", "H", "H", "H", "H", "H", "H", "H", "H", "H", "H", "H", "H", "H", "H", "H", "H", "H", "H", "H", "H", "H", "H", "H", "H", "H", "H", "H", "H", "H", "H", "H", "H", "H", "H", "H", "H", "H", "H", "H", "H", "H", "H", "H", "H", "H", "H", "H", "H", "H"],
  "xyz": [[3.28, 0.73, -1.33], [5.45, -7.93, -3.13], [1.45, 5.28, -6.56], [6.55, 6.44, -5.39], [4.08, -7.18, -1.46], [-3.69, 0.05, -0.26], [1.91, -1.54, -7.00], [2.99, 3.58, -0.98], [0.21, -4.47, 0.11], [3.27, -3.35, -6.69], [-7.44, 1.87, 6.60], [1.90, -2.60, -5.01], [1.56, -2.66, -0.23], [-7.91, 1.18, 4.46], [5.31, 7.16, -3.61], [-2.51, 2.28, 5.19], [0.80, -7.64, 5.69], [4.09, -6.11, -3.44], [0.99, -3.33, 1.89], [-4.61, 3.05, 4.90], [-2.33, -1.77, 0.05], [0.99, 2.27, -0.14], [7.09, 5.76, -3.31], [-0.92, -6.29, 5.12], [-3.33, 2.55, 3.07], [2.65, 3.95, -5.20], [-3.70, -1.02, 1.73], [-8.61, 3.21, 5.15], [1.65, 3.06, -7.06], [0.53, -7.02, 3.51], [-2.97, 2.74, 6.45], [-7.94, 2.07, 5.50], [-0.01, -4.21, 2.36], [0.52, -0.12, 0.78], [-10.10, 3.83, 3.36], [4.61, -7.14, -2.72], [0.65, 0.46, -6.48], [1.19, -1.39, -4.85], [2.43, -2.57, -6.27], [0.17, -6.99, 4.67], [-4.41, 0.19, 1.89], [0.97, -3.42, 0.52], [-2.49, 1.83, 7.56], [7.82, 5.82, -5.47], [2.90, 5.29, -4.81], [-1.13, -6.71, 6.46], [-1.71, -5.58, 7.29], [0.23, 1.03, -0.39], [1.90, 4.01, -6.34], [-8.80, 3.14, 3.75], [2.99, -5.61, -2.70], [7.85, 4.98, -4.23], [6.23, 6.51, -4.06], [0.81, -1.03, -6.25], [-1.44, -5.90, 1.16], [-3.17, -0.99, 0.47], [-3.47, 2.62, 4.28], [1.72, 6.01, -5.38], [4.39, 1.14, -2.82], [3.37, -5.96, -1.29], [-4.95, 2.04, 0.26], [-4.46, 2.73, 6.27], [-4.79, 0.55, 0.49], [-0.08, -5.24, 1.27], [9.25, 4.74, -3.70], [-8.81, 1.67, 3.49], [0.24, -7.13, 6.89], [3.00, 5.39, -3.30], [2.83, -4.12, -2.92], [2.32, 2.25, -0.78], [-5.69, 0.02, 0.16], [-0.51, -0.64, 1.07], [-1.72, -6.41, 2.08], [2.39, 4.25, -0.51], [-8.47, 1.42, 2.48], [2.49, -6.11, -0.65], [9.74, 5.68, -3.43], [9.21, 4.13, -2.79], [9.87, 4.22, -4.43], [-1.44, -6.62, 0.34], [-0.94, -3.64, 2.50], [0.31, 0.60, -1.47], [2.34, -0.22, -1.75], [5.54, 0.99, -2.59], [2.09, -6.14, -3.02], [0.28, -4.65, 3.32], [-9.79, 1.20, 3.66], [-0.09, -1.56, -6.58], [-0.13, 0.88, -5.84], [7.33, 4.03, -4.37], [-5.29, 0.05, 2.53], [-1.79, -5.86, 8.35], [1.59, 0.99, -6.28], [-2.70, -5.31, 6.93], [7.90, 5.22, -6.38], [3.84, 5.61, -5.27], [4.04, -5.23, -0.82], [2.05, -3.70, -2.28], [-4.92, 1.75, 6.45], [3.77, -3.59, -2.73], [-4.01, 2.57, 0.46], [4.24, 2.24, -3.22], [-1.40, 1.87, 7.64], [2.57, -3.92, -3.97], [-5.73, 2.46, 0.90], [-4.96, 3.48, 6.89], [-1.09, -4.68, 7.21], [0.22, -7.91, 7.66], [1.32, -0.88, 0.38], [0.39, 0.66, -7.52], [0.32, -1.53, -4.21], [-10.94, 3.44, 3.93], [3.87, 4.83, -2.94], [-0.92, 1.32, -0.24], [-3.74, 0.92, 2.37], [0.70, -6.00, 1.38], [8.59, 6.60, -5.49], [0.83, 5.98, -4.74], [-2.22, -5.16, 0.92], [1.95, 7.06, -5.61], [-2.92, 2.12, 8.52], [-2.75, 0.79, 7.36], [0.87, 0.43, 1.76], [-10.04, 4.90, 3.58], [0.86, -6.30, 7.24], [4.14, 0.40, -3.71], [-1.83, -7.56, 6.45], [3.10, 6.43, -2.98], [-2.59, 3.76, 6.60], [-7.95, 3.63, 3.26], [-10.31, 3.71, 2.29], [-5.21, 2.24, -0.78], [1.86, -0.66, -4.37], [2.13, 4.95, -2.81]],
  "e_lumo_ha": -0.12348,
  "energy_ev": -112365.5596,
  "gap_ev": 8.36,
  "total_charge": 1
}